Here is a 3-piece molecular cluster, C34H40BF2NO6 overall in a non-equilibrium geometry from OMol25. Energies are from ωB97M-V with the def2-TZVPD basis set.

The geometry in ORCA input format:
```
! RIJCOSX wB97M-V def2-TZVPD def2/J DEFGRID3
* xyz 0 1
H -0.63 2.65 4.11
H -2.42 -6.30 3.93
H -2.71 2.35 1.58
O -0.95 3.47 1.32
H -5.96 7.22 -0.11
H 2.97 -1.51 4.53
C -4.50 4.78 -1.96
C 3.49 4.15 1.66
H 1.98 -2.02 -4.08
H 3.52 -2.42 2.10
H -1.05 1.55 -2.57
H -6.54 5.26 1.29
C -0.66 2.51 0.26
C 1.18 -2.54 -1.97
H 1.41 -3.33 -1.17
C -2.04 -7.16 0.18
H 1.04 3.92 -0.05
H -4.20 -7.57 2.77
H 3.88 -0.81 -3.56
H 2.76 2.54 3.00
C -1.34 2.07 3.43
C 3.77 0.81 0.92
C 0.64 2.98 -0.59
C 2.07 0.82 -1.67
H -0.86 1.07 3.10
H -1.47 -4.06 -1.25
C -5.64 6.23 -0.41
C 2.47 2.92 1.97
H -0.38 -5.60 2.69
H 2.82 -3.39 -3.20
O 4.67 3.98 0.85
C 3.18 -0.27 -1.52
C -3.18 -7.57 0.88
O 5.27 1.34 2.91
H -0.63 -0.12 -1.94
H -0.26 -2.38 -3.65
C 2.66 1.87 0.79
H -2.33 -3.24 -2.68
C -4.91 6.05 -1.58
C 4.85 0.53 2.06
H -0.53 1.46 0.71
H 1.44 3.40 2.02
C -1.17 -6.14 2.19
O 5.96 -1.94 -0.25
H -0.90 0.09 -3.75
C 4.13 -1.59 2.58
C -5.97 5.13 0.38
H 0.37 3.31 -1.65
F -4.45 2.46 -1.55
C -0.10 -3.14 -2.79
H -4.65 6.91 -2.19
C -4.84 3.69 -1.18
C -1.94 2.93 2.23
C -5.58 3.85 -0.01
F 0.04 -6.07 0.17
H 4.73 -0.67 4.51
H 0.14 -4.14 -3.31
H 0.79 -1.59 -1.48
N 5.20 -0.88 1.80
O 1.65 1.21 -4.34
H -1.93 -7.39 -0.87
C -2.31 -6.54 2.88
H -1.62 -2.17 -1.36
C 3.91 -1.26 3.96
H 1.81 2.19 -4.38
C -1.45 -3.14 -1.94
C -0.45 0.59 -2.84
O 3.27 5.29 2.11
C -3.31 -7.26 2.23
C 1.79 1.86 -0.53
C 2.35 -2.35 -3.04
C -1.05 -6.46 0.84
H 4.46 -2.01 -2.31
H -3.95 -8.13 0.37
H -5.83 2.98 0.58
C 3.99 -0.24 -0.21
H -1.56 2.53 -0.45
H 4.41 3.85 -0.09
H -3.92 4.63 -2.87
B 1.16 0.91 -3.02
H -2.51 3.81 2.69
H -2.24 1.77 4.10
C 5.18 -1.16 0.33
C 3.55 -1.37 -2.60
*
```

Values from the calculation:
E_LUMO = -0.0331 Eh
Gap between HOMO and LUMO = 8.15 eV
HOMO = -9.05 eV
SMILES string = C=CN1C(=O)c2c(CC(=O)O)c(CCOCC)c(B(C)O)c(CCCCC)c2C1=O.Fc1ccccc1.Fc1ccccc1

Mulliken population analysis, charges in e, atoms 1 to 5: atom 1 (H): 0.232, atom 2 (H): 0.350, atom 3 (H): 0.226, atom 4 (O): -0.415, atom 5 (H): 0.380

Here is C34H40Cl5N2O5PSn as an isolated structure in a non-equilibrium geometry from OMol25. Energies are from ωB97M-V with the def2-TZVPD basis set.

The geometry in ORCA input format:
```
! RIJCOSX wB97M-V def2-TZVPD def2/J DEFGRID3
* xyz 0 1
O 9.26 6.92 12.59
C 13.63 10.47 18.33
H 11.42 4.66 13.69
H 8.68 9.34 8.91
C 9.85 7.85 12.12
H 12.20 8.93 18.75
H 12.82 10.31 12.38
C 11.31 6.51 14.76
C 13.31 9.05 18.63
C 11.26 10.36 16.18
C 9.12 11.22 16.87
H 14.09 7.37 15.32
C 8.89 14.25 11.37
C 8.58 15.09 10.28
H 13.18 10.76 14.10
C 7.58 9.45 11.65
C 14.26 8.29 14.78
O 7.66 11.48 12.91
C 13.41 10.05 13.31
H 11.76 6.16 12.64
C 9.11 9.40 15.32
H 9.43 10.85 9.36
C 6.89 10.67 12.28
H 14.35 9.14 15.53
C 8.46 10.32 15.95
H 6.80 8.92 11.03
H 14.67 10.86 20.22
C 14.27 13.18 17.85
H 13.74 14.25 15.69
P 11.41 8.30 14.33
H 9.47 6.70 15.91
C 8.56 10.19 9.56
C 13.57 12.46 16.84
C 6.97 10.59 15.83
C 9.77 13.16 11.25
C 10.43 11.22 16.99
H 10.04 5.00 15.79
H 10.92 11.89 17.65
Cl 8.24 14.65 12.92
C 14.32 11.25 19.31
H 15.23 14.36 20.15
C 10.44 13.12 10.07
H 6.31 9.99 15.17
C 13.22 11.13 17.14
C 9.96 5.94 15.24
H 6.50 10.42 16.84
H 7.76 8.88 12.54
H 8.54 8.71 14.68
H 10.52 8.72 10.32
H 6.83 11.60 15.36
Cl 11.64 11.87 9.76
H 7.29 11.01 8.14
H 13.60 12.61 14.71
C 10.53 9.38 15.32
Cl 8.92 15.97 7.77
H 15.71 12.73 20.85
H 12.16 13.38 15.41
H 13.25 7.93 13.06
H 14.43 10.14 13.16
C 11.89 5.66 13.62
C 13.27 13.20 15.53
H 12.06 6.54 15.54
H 9.35 5.79 14.36
H 14.61 14.19 17.72
H 13.46 8.43 17.71
H 6.60 11.98 10.66
H 13.02 5.43 13.77
C 13.13 8.64 13.85
O 5.66 10.72 12.16
C 15.56 13.37 19.92
H 16.54 13.47 19.52
H 9.01 7.83 10.15
H 13.89 8.76 19.56
H 15.12 8.19 14.11
N 12.55 10.39 16.17
O 10.79 8.52 12.75
C 14.66 12.58 19.04
C 7.28 10.92 9.23
Cl 10.91 13.53 7.49
Cl 7.30 16.23 10.28
H 8.49 11.82 17.49
C 10.15 13.89 8.94
Sn 9.82 11.35 12.67
C 9.56 8.47 10.79
C 9.23 14.91 9.08
H 6.40 10.28 9.43
N 8.80 9.72 10.96
O 7.14 12.18 9.86
*
```

Values from the calculation:
E_LUMO = -0.0042 Eh
Gap between HOMO and LUMO = 6.99 eV
HOMO = -7.10 eV
Energy above the lowest of the compared OMol25 structures with the same formula, charge and spin = 0.00 kJ/mol

Mulliken population analysis, charges in e, atoms 1 to 5: atom 1 (O): -0.544, atom 2 (C): 0.904, atom 3 (H): 0.444, atom 4 (H): 0.388, atom 5 (C): 0.300

Here is C34H40Cl5O2OsSe as an isolated structure in a non-equilibrium geometry from OMol25. Energies are from ωB97M-V with the def2-TZVPD basis set.

The geometry in ORCA input format:
```
! RIJCOSX wB97M-V def2-TZVPD def2/J DEFGRID3
* xyz 1 5
C -2.99 -1.68 -1.12
Cl -0.52 8.41 -3.38
C 2.37 -0.08 4.38
H -3.94 -2.20 -1.29
C 1.51 0.87 2.18
H 2.47 1.33 1.92
C 0.44 -1.95 -2.58
C -3.21 1.33 3.34
C 3.88 -2.58 -2.64
H -2.62 2.01 3.91
H 4.18 -1.81 -1.95
C -0.83 6.74 -2.89
C -1.21 4.07 -1.98
H 3.02 -3.53 -5.11
H -3.21 -0.68 1.25
C -0.90 0.85 1.62
Cl -1.26 2.94 -4.43
H 4.74 -3.04 -3.19
H -3.04 -0.70 -3.54
C -2.00 -2.04 -2.28
H 1.73 1.32 5.96
C 1.87 0.27 5.84
C -1.00 5.08 -1.11
C 1.89 -0.08 -2.10
Cl -0.29 7.52 -0.32
H -1.21 -3.93 -3.06
H 2.53 -0.14 6.59
C 0.75 0.64 -1.71
H 3.72 -0.08 -3.80
Se 0.95 2.15 -0.50
H -2.81 -3.99 -2.23
C -0.70 6.41 -1.54
C 2.79 -2.02 -3.57
C -1.16 4.32 -3.40
H -4.39 -1.17 2.57
H 4.21 0.60 5.05
C 0.44 1.17 1.23
C -1.14 0.08 2.81
O -1.59 0.97 -1.88
C -1.80 -3.57 -2.23
O -1.84 1.09 0.73
H -2.63 -1.98 -0.16
H 1.37 -2.85 -5.07
Os -1.45 2.57 -0.66
H 1.79 -2.20 4.79
C -0.69 -1.27 -2.21
H 2.90 0.40 -2.21
H -2.21 -2.03 -4.53
C -0.58 0.15 -1.94
C 1.28 0.19 3.34
H 0.43 -3.01 -2.57
H -2.19 -0.18 5.44
C -0.98 5.63 -3.80
H -3.07 -0.60 -1.13
Cl -1.11 4.58 0.64
C -0.04 -0.28 3.55
H 3.40 -3.43 -2.09
H -3.75 -0.95 4.90
H -2.88 -2.04 2.21
H -4.22 1.37 3.75
C 1.70 -1.29 -2.74
C -2.82 -1.75 -3.59
H 0.87 -0.16 6.03
C 3.57 0.78 4.18
C -2.67 -0.78 4.67
C 3.50 -0.95 -4.45
H 4.51 -1.31 -4.78
Cl -0.77 5.90 -5.46
H 3.24 1.83 4.15
H -1.28 -3.98 -1.37
C -3.32 -1.04 2.29
C 2.20 -3.17 -4.47
C 2.66 -1.60 4.43
H -3.80 -2.30 -3.61
H -3.19 1.72 2.29
H 2.89 -0.70 -5.33
H 3.48 -1.84 5.06
H 2.81 -2.00 3.41
H 4.10 0.66 3.19
H 2.01 -4.08 -3.93
H -2.17 -1.76 4.66
C -2.57 -0.07 3.28
H -0.13 -1.07 4.29
*
```

Values from the calculation:
E_LUMO (spin up / spin down) = -0.1099 / -0.2255 Eh
⟨S²⟩ = 6.052
Gap between HOMO and LUMO (spin up / spin down) = 7.47 / 4.54 eV
HOMO (spin up / spin down) = -10.46 / -10.67 eV

Mulliken population analysis, charges in e, atoms 1 to 5: atom 1 (C): -1.921, atom 2 (Cl): -0.120, atom 3 (C): 1.870, atom 4 (H): 0.464, atom 5 (C): -0.424

Here is C34H40ClIN3O2P2Sn as an isolated structure from OMol25. Energies are from ωB97M-V with the def2-TZVPD basis set.

The geometry in ORCA input format:
```
! RIJCOSX wB97M-V def2-TZVPD def2/J DEFGRID3
* xyz -1 1
C 2.09 5.48 -1.10
H 3.10 5.09 -1.11
C -0.52 6.44 -1.13
H -1.42 -4.46 -1.19
H 1.59 -6.94 0.23
C 2.13 4.16 4.70
P 0.76 -3.25 -1.58
C -1.85 -0.60 -0.93
I 1.34 -0.70 1.71
N -0.14 -4.82 1.80
H 0.22 2.19 2.71
N -0.04 -5.84 -0.44
C 1.39 -4.77 1.70
H -0.37 -5.23 -2.38
C 5.03 1.47 -0.21
C 1.17 3.23 4.35
C -0.24 5.22 -0.54
H 5.86 1.15 0.41
C 1.07 4.73 -0.52
C 1.39 -6.01 -0.31
H 2.01 2.49 -2.38
H -1.53 6.81 -1.15
C 2.85 2.48 -0.40
C 3.97 1.63 -2.36
H -2.63 2.05 -1.05
C -4.72 -1.91 -2.40
H -0.52 -2.84 2.32
C -0.39 -4.77 -1.39
C -0.88 -3.54 1.57
H 0.60 2.72 5.11
C 0.94 2.93 3.01
H 3.90 2.22 1.46
C -2.28 -0.08 0.44
Cl -3.98 -1.74 -3.98
C 2.65 4.52 2.39
P 1.33 3.14 0.31
H -0.29 -5.20 2.75
H 1.69 -5.66 2.28
H 5.91 0.77 -2.03
C -2.42 -1.98 -1.24
O 0.15 2.26 0.20
C -2.11 1.60 -1.90
H 2.44 -2.89 0.20
H -1.92 -3.82 1.82
C 0.51 7.18 -1.71
H 2.61 7.27 -2.16
H -6.66 -1.86 -3.28
H -1.72 -5.76 0.80
C 1.69 3.58 2.03
Sn 0.40 -0.71 -1.09
C 1.81 6.70 -1.70
H -2.03 -2.32 -2.20
H -3.35 0.16 0.45
C -3.93 -2.04 -1.26
H -2.04 -2.67 -0.47
C 2.88 4.81 3.72
C -6.10 -1.96 -2.36
H -2.48 2.06 -2.82
C 2.87 2.23 -1.77
H 3.23 5.03 1.62
N 1.98 -4.90 0.42
H 1.85 -6.06 -1.30
C -0.64 -5.87 0.84
H -1.72 0.81 0.74
H 2.31 4.39 5.75
H 3.96 1.43 -3.42
H 3.63 5.54 4.00
H -6.48 -2.45 0.97
H -0.38 -6.84 1.30
C -4.62 -2.25 -0.06
H 3.05 -3.96 -1.05
O -2.35 0.23 -2.01
C -6.00 -2.29 0.01
H 1.70 -3.86 2.21
H -1.03 4.62 -0.10
C 3.93 2.08 0.38
H -2.08 -0.85 1.18
H 0.29 8.13 -2.18
H -7.83 -2.18 -1.12
H -4.03 -2.37 0.84
C 2.17 -3.73 -0.44
C 5.05 1.26 -1.58
C -6.75 -2.14 -1.15
H -1.04 1.82 -1.79
*
```

Values from the calculation:
E_LUMO = 0.0901 Eh
Gap between HOMO and LUMO = 5.53 eV
HOMO = -3.08 eV
Energy above the lowest of the compared OMol25 structures with the same formula, charge and spin = 120.24 kJ/mol

Mulliken population analysis, charges in e, atoms 1 to 5: atom 1 (C): -0.291, atom 2 (H): 0.387, atom 3 (C): -0.690, atom 4 (H): 0.335, atom 5 (H): 0.298

Here is C34H40IrN4O4S as an isolated structure from OMol25. Energies are from ωB97M-V with the def2-TZVPD basis set.

The geometry in ORCA input format:
```
! RIJCOSX wB97M-V def2-TZVPD def2/J DEFGRID3
* xyz 0 2
H -1.28 0.99 2.69
C -1.77 -1.13 1.02
C -3.46 4.65 0.31
C -1.41 3.87 -0.81
H -1.24 6.28 -2.62
H 0.13 -4.06 1.57
C 1.80 1.05 -0.74
H -2.75 0.18 3.31
C 4.86 -2.85 -0.18
H -4.10 1.12 1.50
C -1.09 5.26 -2.97
H -4.49 3.15 1.41
C 3.95 -0.76 0.67
H 3.51 -4.06 -1.33
H -0.22 -2.13 -2.80
H -4.18 5.44 0.47
O -5.36 -5.21 -1.57
H 5.02 1.67 -0.04
H 1.27 4.51 -0.54
H -0.13 3.49 -2.50
C 4.99 -1.68 0.55
C -1.42 2.59 -0.09
C -0.44 4.35 -1.91
C -3.35 -2.80 0.04
C -2.02 -2.36 0.17
H -0.61 -4.86 -1.68
H 3.59 -0.56 3.38
C 0.77 5.08 -1.32
C 1.07 -2.30 3.14
H -3.31 -0.73 -1.41
C 4.39 0.06 2.99
C -1.08 -3.17 -0.45
C 2.74 -1.02 0.01
S 1.63 -3.46 4.13
H -4.69 -0.24 -0.38
H 3.17 1.00 1.52
C -2.65 2.41 0.64
N 1.68 -0.11 0.02
O 0.30 -2.99 -0.19
H 0.24 -0.77 -1.72
H 1.79 -3.70 1.07
N -0.43 1.61 -0.07
C -2.37 4.83 -0.52
H 0.87 2.76 -1.37
H 2.72 1.23 -1.30
H 1.33 -1.31 -3.00
H 1.43 -3.58 -1.85
H 0.85 -4.97 0.20
C -3.68 -3.88 -0.75
H 4.48 0.95 3.61
C -2.72 -4.63 -1.41
H -3.63 0.99 -1.15
C -3.67 0.00 -0.70
H -2.66 1.94 3.25
Ir -0.01 -0.18 1.06
H 6.19 0.93 1.07
C 0.75 1.87 -0.80
H -4.14 -2.28 0.55
H -2.30 -1.32 1.96
C 1.31 -2.61 -1.36
H 5.93 -1.47 1.05
C 0.60 -1.64 -2.26
O -5.91 -3.59 -0.28
O -2.77 0.02 0.42
N -5.10 -4.26 -0.88
H 5.23 2.32 1.60
C 4.12 0.47 1.54
H 5.69 -3.54 -0.26
C 2.59 -2.23 -0.69
H -0.42 5.33 -3.83
H 0.44 6.02 -0.88
C 5.20 1.40 1.01
N 0.63 -1.51 2.40
H -3.01 -5.48 -2.01
C -3.02 1.15 1.36
H -2.27 5.79 -1.01
C 3.65 -3.13 -0.78
C -3.61 3.39 0.83
C 0.81 -4.02 0.74
H 1.50 5.32 -2.10
C -1.40 -4.28 -1.23
H 5.33 -0.50 3.07
H -2.04 4.87 -3.31
C -2.38 1.02 2.73
*
```

Values from the calculation:
E_LUMO (spin up / spin down) = -0.0501 / -0.0502 Eh
⟨S²⟩ = 0.756
Gap between HOMO and LUMO (spin up / spin down) = 4.35 / 4.57 eV
HOMO (spin up / spin down) = -5.71 / -5.93 eV
Energy above the lowest of the compared OMol25 structures with the same formula, charge and spin = 37.71 kJ/mol

Mulliken population analysis, charges in e, atoms 1 to 5: atom 1 (H): 0.209, atom 2 (C): -0.796, atom 3 (C): -1.804, atom 4 (C): 1.253, atom 5 (H): 0.389